Entry from OMol25: a 15-piece molecular cluster, C18H67N29O15 overall in a non-equilibrium geometry (ωB97M-V/def2-TZVPD).

Structure (XYZ):
```
129
Properties=species:S:1:pos:R:3:forces:R:3
C -0.190410 -1.465174 1.494221 0.73 0.05 0.90
C -0.871665 -0.865107 0.271150 -0.27 -0.10 0.27
C -0.045738 0.162503 -0.509121 0.05 -1.14 -0.27
O 0.732883 0.963488 0.330581 -0.29 0.38 -0.72
C 0.129514 1.969924 1.146540 0.20 -0.48 0.20
N -1.347850 -1.979659 -0.591892 -0.35 0.30 0.65
H 0.778078 -1.935478 1.297927 0.07 0.24 -0.38
H -0.763790 -2.272131 1.959926 -0.44 0.14 -0.26
H 0.000505 -0.760477 2.311004 -0.10 0.22 -0.23
H -1.746025 -0.288362 0.591636 -0.24 -0.39 0.13
H -0.687053 0.681021 -1.229291 -0.03 0.40 0.31
H 0.667718 -0.375038 -1.147825 0.13 0.04 0.07
H 1.012617 2.306740 1.680436 -0.46 0.20 0.38
H -0.626814 1.507044 1.783626 0.13 0.18 0.28
H -0.347769 2.809595 0.633292 0.13 -0.22 -0.50
H -1.998560 -2.462397 0.030398 -0.65 0.18 -0.63
H -0.662304 -2.729829 -0.615846 0.26 0.14 -0.21
C 2.493568 5.087742 0.535277 -1.16 0.44 0.02
O 2.782181 5.703534 1.565285 0.25 0.01 -0.05
N 1.645222 5.593488 -0.411602 0.28 -0.25 -0.42
N 2.816585 3.807486 0.256242 0.18 0.48 -0.17
H 1.373884 4.965628 -1.154206 -0.19 0.29 -0.19
H 1.119174 6.438498 -0.307426 0.30 0.15 0.37
H 2.618073 3.579838 -0.705905 0.44 -0.92 0.13
H 3.510817 3.339474 0.816011 0.05 -0.17 -0.24
C 3.954163 2.340236 3.238069 0.55 0.00 -0.02
O 2.779778 2.012345 3.398012 -0.06 -0.08 -0.05
N 4.336378 3.613817 2.918434 -0.02 -0.57 0.26
N 4.989645 1.458470 3.334052 -0.72 -0.15 0.07
H 3.644107 4.340133 2.839309 0.16 0.27 -0.14
H 5.276373 3.751233 2.597013 -0.04 0.36 -0.01
H 5.943256 1.742844 3.445448 0.01 -0.02 -0.05
H 4.723888 0.493031 3.459968 0.27 -0.06 0.13
C 3.100641 1.728983 -3.027448 0.50 -0.14 0.03
O 4.084997 1.190935 -2.520424 -0.22 0.11 -0.24
N 3.066436 2.173438 -4.310606 -0.50 0.25 -0.68
N 1.964081 1.950132 -2.305376 0.89 -0.22 -0.55
H 3.785451 1.958291 -4.976103 0.29 -0.18 0.38
H 2.165739 2.370038 -4.713557 0.04 0.23 0.08
H 1.164713 2.415502 -2.737005 0.17 -0.26 0.71
H 2.042117 1.429866 -1.448121 -1.10 0.34 0.30
C -0.688115 4.103147 -2.802206 -0.35 -0.16 -0.47
O 0.484504 4.182961 -3.201979 -0.44 0.03 0.34
N -1.178862 4.761029 -1.727589 0.71 0.38 -0.57
N -1.625885 3.332499 -3.424151 0.37 0.06 -0.09
H -0.704028 5.633760 -1.593573 -0.29 0.02 0.77
H -1.991385 4.430577 -1.216743 -0.01 0.17 0.24
H -1.304626 2.839584 -4.239837 -0.20 -0.14 0.01
H -2.556931 3.708591 -3.411306 -0.07 -0.20 -0.04
C -3.439386 -5.615632 -3.231745 1.15 -1.85 0.07
O -3.981169 -6.102548 -2.235411 -0.62 1.02 0.09
N -2.373010 -4.799080 -3.149393 -0.22 0.64 0.26
N -3.712245 -6.138916 -4.467854 -0.65 0.19 -0.25
H -2.013616 -4.620603 -2.207719 0.11 -0.07 -0.40
H -1.861863 -4.513996 -3.962400 -0.06 0.06 0.00
H -4.623596 -6.547114 -4.573590 0.08 -0.15 -0.01
H -3.196662 -5.939717 -5.304461 0.00 0.30 0.09
C 4.066433 -0.536157 0.932069 0.74 -1.05 -0.24
O 5.092489 -1.028566 0.480217 -0.01 0.38 0.24
N 3.420450 0.526129 0.380220 -0.32 0.44 -0.16
N 3.462571 -1.044304 2.056728 -0.17 0.45 -1.19
H 2.403269 0.555300 0.491101 0.52 0.34 0.02
H 3.813910 0.876537 -0.489199 0.02 -0.38 -0.02
H 4.000045 -1.702028 2.591532 -0.32 0.06 0.40
H 2.632673 -0.547660 2.329037 0.13 -0.23 0.81
C -4.707567 0.482478 -2.587072 -0.98 0.85 -1.58
O -5.882405 0.840629 -2.597549 0.14 -0.14 0.66
N -3.748861 1.167744 -3.277320 0.84 -0.71 0.67
N -4.265166 -0.665002 -2.033056 0.60 -0.82 0.50
H -2.787545 0.894040 -3.108363 -0.02 0.34 -0.38
H -3.912487 2.051032 -3.712206 -0.54 -0.02 0.13
H -4.864419 -1.223837 -1.458499 -0.29 0.29 -0.04
H -3.294520 -0.936074 -2.051789 0.02 0.09 0.04
C -0.450174 4.529745 3.092755 0.23 0.44 2.23
O -1.267908 3.727575 3.560413 -0.11 -0.01 -0.75
N 0.878859 4.301530 3.180627 0.56 -0.12 -0.86
N -0.803177 5.813323 2.800558 -0.59 0.40 -0.71
H 1.172751 3.347906 3.353100 -0.05 0.06 0.16
H 1.521083 4.816418 2.573418 -0.34 0.07 0.49
H -0.178631 6.547377 2.520509 0.38 -0.33 0.05
H -1.772301 6.070927 2.841188 -0.07 -0.31 0.00
C -3.474832 2.618208 0.807055 -0.71 0.93 1.47
O -2.818192 3.462642 0.190481 0.19 -0.54 -0.78
N -3.265043 2.433737 2.137221 -0.04 -0.46 -0.06
N -4.551948 1.942918 0.321593 0.83 0.35 -0.51
H -3.873538 1.838328 2.669701 0.07 -0.12 -0.05
H -2.538224 2.941525 2.635040 0.02 0.20 -0.06
H -4.679613 1.951693 -0.675684 -0.51 -0.06 0.12
H -5.163646 1.468694 0.957889 -0.08 -0.35 -0.34
C -1.475168 -5.570382 0.246338 -0.14 0.15 -0.83
O -1.171716 -4.810265 -0.676900 0.30 0.07 0.72
N -0.583867 -5.977408 1.185148 0.17 -0.19 0.62
N -2.733118 -6.059503 0.371082 0.56 0.22 0.85
H 0.339267 -5.590422 1.253006 -0.01 0.06 -0.41
H -0.777907 -6.749259 1.797428 -0.09 0.03 -0.01
H -2.915647 -6.635488 1.172443 -0.54 -0.07 -0.19
H -3.439575 -5.726352 -0.269905 -0.05 -0.65 -0.47
C -0.421924 -0.526022 -4.050037 0.01 -0.65 0.30
O -1.066232 0.429190 -3.626249 0.52 0.28 -0.13
N 0.335646 -0.460973 -5.180916 -0.24 0.52 0.05
N -0.369492 -1.710200 -3.387908 -0.16 -0.11 -0.05
H 0.669846 -1.273205 -5.663115 0.18 0.05 0.04
H 0.342992 0.438933 -5.624624 -0.03 -0.18 -0.33
H -0.076040 -2.538282 -3.874180 0.26 -0.02 0.20
H -0.856947 -1.803655 -2.495689 -0.24 0.00 -0.28
C 3.716994 -2.095636 5.455052 0.70 2.08 1.89
O 4.553504 -1.619536 4.706803 -0.08 -0.74 -0.65
N 4.068366 -2.667985 6.661147 -1.01 -0.19 -1.26
N 2.387398 -1.770888 5.390302 -0.21 -0.51 -0.67
H 3.282722 -2.898130 7.238438 0.63 -0.38 0.66
H 5.034905 -2.838304 6.854562 -0.05 -0.21 0.19
H 2.093692 -1.105485 4.698055 0.07 0.00 -0.04
H 1.711659 -2.091594 6.056857 0.01 0.02 0.00
C -4.227303 -2.352327 1.879638 0.55 0.98 0.63
O -4.882665 -1.329931 1.981014 -0.15 -0.17 -0.36
N -4.123444 -3.114943 0.749293 0.12 -0.09 0.54
N -3.419950 -2.751726 2.923768 -0.61 0.11 -0.18
H -3.880907 -4.068572 0.976994 -0.22 -0.14 -0.75
H -4.810375 -2.901377 0.046728 -0.11 -0.45 -0.02
H -2.739830 -3.485447 2.859049 0.10 0.09 0.01
H -3.376305 -2.049177 3.640624 0.25 -0.25 0.22
C 2.740646 -3.101140 -1.739858 1.39 0.33 1.04
O 3.444172 -4.094964 -1.809536 -0.27 -0.11 -0.39
N 1.677670 -3.065748 -0.872250 -0.19 -0.15 -0.27
N 3.070321 -1.911001 -2.316396 -0.72 0.13 -0.61
H 0.968894 -2.353152 -0.854985 0.50 -0.10 -0.06
H 1.569973 -3.920040 -0.359074 -0.40 -0.01 -0.09
H 4.017665 -1.738892 -2.602178 0.05 -0.17 0.05
H 2.510012 -1.099710 -2.123829 0.20 0.10 0.09
```
Positions in Å, forces in eV/Å.

Output
total energy	-93693.884	eV
E_LUMO	-0.140	eV
frontier orbital gap	8.647	eV
HOMO	-8.79	eV